<a>
9
Properties=species:S:1:pos:R:3 method="wB97M-V/def2-TZVPD" total_charge=0 gap_ev="8.534 / 8.533" e_homo_ev="-10.6967 / -10.6960" e_lumo_ev="-2.163 / -2.163"
C -1.067 -1.242 -0.091
C 0.131 1.162 -0.185
C 0.163 -0.384 -0.130
N -2.018 -1.893 0.049
Cl 0.713 -0.860 2.159
Cl 1.542 -1.132 -0.906
H 1.128 1.412 0.316
H -0.776 1.504 0.034
H 0.185 1.433 -1.245

<b>
9
Properties=species:S:1:pos:R:3 method="wB97M-V/def2-TZVPD" total_charge=0 smiles="C=C(Cl)Cl.C#N" gap_ev=10.235 e_homo_ev=-9.5153 e_lumo_ev=0.720
C -0.126 -0.306 -1.477
C -0.200 0.854 -0.852
Cl -1.342 1.097 0.381
Cl 0.478 2.322 -1.397
H 0.673 -0.505 -2.066
H -0.766 -1.046 -1.113
C 0.338 -0.812 2.162
N 0.834 -1.234 1.238
H 0.111 -0.369 3.124

Which structure is the most stable? The one labeled <b>.